{
  "formula": "C9H8CaN2O4",
  "method": "ωB97M-V with the def2-TZVPD basis set",
  "energy_ha": -1435.23778,
  "total_charge": 2,
  "e_homo_ha": -0.6259,
  "orbital_gap_ev": 8.6,
  "molar_mass_da": 248.251,
  "lumo_ev": -8.44,
  "elements": ["Ca", "O", "C", "C", "O", "C", "O", "C", "O", "C", "H", "H", "C", "H", "H", "N", "C", "C", "C", "N", "H", "H", "H", "H"],
  "xyz": [[-0.06129, 0.00199, 0.35653], [-2.22305, -2.87374, 0.08791], [-1.52470, -1.98000, 0.04727], [1.50312, 2.01092, 0.16933], [2.15878, 2.92110, 0.37959], [-1.94254, 1.47722, -0.44699], [-2.84583, 2.18408, -0.58705], [1.94335, -1.49915, 0.36162], [2.85109, -2.18004, 0.58162], [-0.02360, -0.70117, -2.49766], [0.32917, -1.72805, -2.28871], [-1.12247, -0.61585, -2.58693], [0.78608, 0.37049, -2.44109], [0.40776, 1.40736, -2.48420], [1.85806, 0.29605, -2.18529], [0.71002, 1.30832, 3.18255], [0.24378, 1.39255, 4.42349], [-0.96683, 0.69458, 4.43290], [-1.20658, 0.20123, 3.16101], [-0.13235, 0.60851, 2.41356], [1.56473, 1.70020, 2.77557], [0.81688, 1.93226, 5.18408], [-1.61227, 0.54532, 5.27583], [-2.00589, -0.38525, 2.71340]],
  "forces_ev_per_angstrom": [[0.1, -0.2, -1.8], [1.7, 2.1, -0.2], [-2.3, -2.9, 0.2], [2.2, 3.1, 0.7], [-1.8, -2.5, -0.7], [-4.5, 3.5, -0.6], [3.8, -3.0, 0.5], [4.6, -3.5, 1.2], [-3.9, 2.9, -1.1], [-0.1, 0.1, 0.9], [0.0, 0.6, -0.6], [0.7, 0.1, -0.4], [-0.2, 0.0, 0.9], [0.1, -0.6, -0.5], [-0.5, -0.2, -0.6], [-0.3, -0.2, -0.2], [-0.2, 0.0, 0.6], [-0.5, 0.0, 1.0], [2.4, 1.4, 0.0], [-0.4, -0.3, -0.3], [-0.6, -0.2, 0.6], [-0.5, -0.3, -0.2], [0.0, 0.1, 0.3], [0.1, 0.2, 0.3]]
}